Entry 1:
Molecular formula: C4H9N3O3S
Method: DFT, wB97M-V/def2-TZVPD

```
20
Properties=species:S:1:pos:R:3
C -3.129 0.282 0.072
C -2.124 -0.421 0.932
C -2.019 1.057 0.723
C 2.945 -1.593 -0.862
N 0.141 0.832 -0.133
N 1.198 1.195 -0.904
N -0.929 1.569 -0.051
O 4.073 0.434 0.496
O 2.062 -0.609 1.491
O 0.489 0.177 -1.512
S 2.787 -0.182 0.327
H -3.080 0.125 -0.994
H -4.131 0.418 0.448
H -2.419 -0.773 1.907
H -1.390 -1.045 0.447
H -2.260 1.717 1.549
H 3.902 -1.490 -1.352
H 2.863 -2.513 -0.298
H 2.127 -1.500 -1.569
H -1.105 2.320 -0.717
```

- Gap between HOMO and LUMO (alpha / beta): 8.257 / 8.401 eV
- Largest force on an atom: 1.81 eV Å⁻¹
- Molecular weight: 179.201 g/mol
- Lowest unoccupied orbital energy (alpha / beta): -0.328 / -0.735 eV
- Relative energy (zero: lowest compared OMol25 entry of this formula, charge and spin): 90.68 kcal per mole

---

Entry 2:
Molecular formula: C26H22AsF6N2OPSTb
Method: DFT, wB97M-V/def2-TZVPD

```
61
Properties=species:S:1:pos:R:3
Tb 12.709 8.341 10.108
O 10.579 6.754 9.402
C 9.756 7.020 8.601
C 8.568 7.391 7.967
C 7.583 6.411 7.683
C 6.277 6.785 7.325
C 5.993 8.146 7.180
C 6.924 9.157 7.451
C 8.220 8.820 7.921
P 9.360 9.967 8.735
C 10.589 10.188 7.456
C 10.571 9.560 6.187
C 11.634 9.761 5.331
C 12.737 10.515 5.708
C 12.766 11.118 6.970
C 11.684 11.026 7.797
C 8.486 11.576 8.530
C 8.698 12.433 7.461
C 8.237 13.742 7.539
C 7.532 14.176 8.649
C 7.229 13.276 9.672
C 7.646 11.961 9.560
H 7.917 5.366 7.635
H 5.535 5.997 7.149
H 5.021 8.436 6.791
H 6.683 10.204 7.239
H 9.674 9.016 5.868
H 11.642 9.292 4.368
H 13.581 10.572 5.042
H 13.675 11.714 7.200
H 11.637 11.625 8.702
H 9.094 12.031 6.526
H 8.384 14.441 6.714
H 7.149 15.209 8.653
H 6.624 13.577 10.517
H 7.282 11.193 10.271
F 12.903 7.759 8.183
As 16.095 7.821 9.460
F 13.132 10.373 10.109
F 16.841 8.482 8.068
F 17.511 8.147 10.405
F 16.426 6.173 9.213
F 12.796 6.761 11.438
N 9.951 11.209 12.508
C 11.038 10.407 12.719
S 11.033 8.728 12.659
N 12.208 11.040 12.870
C 12.430 12.444 12.927
C 11.903 13.093 14.052
C 11.833 14.458 14.098
C 12.252 15.243 13.011
C 12.857 14.628 11.950
C 12.990 13.210 11.885
H 9.059 10.752 12.431
H 10.035 12.209 12.728
H 12.975 10.401 12.646
H 11.562 12.474 14.909
H 11.478 14.969 15.040
H 12.045 16.333 12.986
H 13.190 15.217 11.081
H 13.389 12.683 11.017
```

- Gap between HOMO and LUMO (alpha / beta): 6.042 / 3.781 eV
- Largest force on an atom: 5.12 eV Å⁻¹
- Molecular weight: 789.351 g/mol
- Net charge: +2
- Lowest unoccupied orbital energy (alpha / beta): -8.070 / -10.300 eV
- Multiplicity: 8
- Relative energy (zero: lowest compared OMol25 entry of this formula, charge and spin): 0.00 kcal per mole

---

Entry 3:
Molecular formula: C19H17ClF2N4O3
Method: DFT, wB97M-V/def2-TZVPD

```
46
Properties=species:S:1:pos:R:3
C 0.288 1.149 6.419
O 1.585 1.325 5.825
C 1.448 1.700 4.458
C 2.828 1.661 3.782
O 2.677 2.217 2.449
C 2.086 1.341 1.586
N 2.026 -0.021 1.646
C 1.262 -0.336 0.671
C 1.028 -1.753 0.423
C -0.310 -2.187 0.109
C -0.559 -3.483 -0.319
C 0.513 -4.394 -0.465
F 0.233 -5.584 -1.018
C 1.833 -4.023 -0.075
F 2.874 -4.887 -0.180
C 2.061 -2.727 0.428
N 0.862 0.819 0.008
C 0.072 0.975 -1.132
C 0.099 0.028 -2.171
C -0.696 0.143 -3.322
C -1.466 1.331 -3.465
N -2.195 1.653 -4.563
C -3.096 0.898 -5.286
O -3.572 1.527 -6.206
C -3.621 -0.491 -4.897
Cl -4.287 -0.539 -3.212
C -1.430 2.307 -2.500
C -0.692 2.119 -1.322
N 1.430 1.880 0.611
H -0.352 2.008 6.235
H 0.405 0.965 7.530
H -0.192 0.294 5.949
H 0.768 1.006 3.941
H 1.021 2.682 4.339
H 3.584 2.303 4.301
H 3.273 0.659 3.778
H -1.130 -1.455 0.172
H -1.549 -3.821 -0.542
H 3.084 -2.479 0.699
H 0.691 -0.878 -2.065
H -0.700 -0.688 -4.020
H -2.317 2.645 -4.804
H -2.780 -1.169 -4.983
H -4.363 -0.812 -5.633
H -2.021 3.238 -2.654
H -0.704 2.857 -0.525
```

- Gap between HOMO and LUMO: 8.477 eV
- Largest force on an atom: 3.11 eV Å⁻¹
- Molecular weight: 422.819 g/mol
- Lowest unoccupied orbital energy: 0.050 eV
- Structure (SMILES): COCCOc1nc(-c2ccc(F)c(F)c2)n(-c2ccc(NC(=O)CCl)cc2)n1
- Relative energy (zero: lowest compared OMol25 entry of this formula, charge and spin): 0.00 kcal per mole

---

Entry 4:
Molecular formula: C8H11N3
Method: DFT, wB97M-V/def2-TZVPD

```
22
Properties=species:S:1:pos:R:3
N 3.569 -0.722 0.070
C 2.306 -0.135 0.139
C 1.940 1.142 -0.103
C 0.729 1.805 -0.172
C -0.346 0.876 -0.115
C -0.124 -0.495 -0.077
C 1.171 -0.963 0.019
N -1.251 -1.291 -0.197
C -2.627 -0.941 -0.236
C -2.558 0.378 0.546
N -1.653 1.209 -0.163
H 4.355 -0.759 -0.599
H 4.179 -0.854 0.875
H 2.924 1.716 -0.207
H 0.550 2.901 -0.323
H 1.336 -2.034 0.049
H -1.011 -2.260 -0.471
H -3.024 -0.863 -1.280
H -3.165 -1.777 0.179
H -2.143 0.040 1.540
H -3.462 0.818 0.654
H -1.697 2.209 -0.128
```

- Gap between HOMO and LUMO: 8.021 eV
- Largest force on an atom: 6.71 eV Å⁻¹
- Molecular weight: 149.197 g/mol
- Lowest unoccupied orbital energy: 1.050 eV
- Structure (SMILES): Nc1ccc2c(c1)NCCN2
- Relative energy (zero: lowest compared OMol25 entry of this formula, charge and spin): 32.03 kcal per mole

---

Entry 5:
Molecular formula: C23H38BrF7N2P2
Method: DFT, wB97M-V/def2-TZVPD

```
73
Properties=species:S:1:pos:R:3
C -2.365 1.263 -3.748
C -2.044 0.838 -2.429
C -1.544 -0.049 -1.126
C -0.239 0.479 -0.278
C 0.460 1.881 -0.770
C 1.394 1.552 -2.077
C 1.055 2.660 -3.276
C 1.788 4.121 -3.028
C 0.786 5.238 -2.362
C 1.508 6.708 -2.281
C 2.789 6.602 -1.222
C 0.293 -0.430 1.016
C 1.628 0.116 1.793
C 3.004 -0.179 0.892
C 3.829 -1.378 1.695
F 3.880 1.039 0.789
C -0.550 -1.813 1.432
P 0.086 -2.784 2.939
C 0.115 -1.753 4.546
C 1.660 -1.892 5.170
C -0.940 -4.338 3.341
C -2.274 -4.063 4.279
C -1.825 -2.183 0.473
N -2.632 -3.436 0.729
C -3.938 -3.152 1.441
C -4.070 -1.611 2.028
N -2.248 -1.331 -0.739
Br -3.710 -1.836 -1.860
H -2.759 1.801 -4.711
H -0.363 2.665 -1.134
H 1.035 2.437 0.110
H 2.519 1.716 -1.794
H 1.143 0.455 -2.429
H -0.116 2.874 -3.355
H 1.364 2.244 -4.337
H 2.263 4.463 -4.061
H 2.712 3.929 -2.299
H 0.411 4.816 -1.326
H -0.141 5.354 -3.093
H 0.746 7.472 -1.823
H 1.930 7.033 -3.329
H 2.534 5.820 -0.383
H 3.791 6.335 -1.807
H 2.912 7.661 -0.698
H 1.605 1.293 1.947
H 1.831 -0.367 2.840
H 2.737 -0.563 -0.201
H 3.899 -1.063 2.844
H 4.933 -1.504 1.330
H 3.230 -2.404 1.580
H -0.617 -2.111 5.387
H -0.009 -0.625 4.235
H 2.294 -0.909 4.932
H 2.267 -2.772 4.638
H 1.663 -2.125 6.324
H -0.260 -5.088 3.973
H -1.269 -4.973 2.386
H -2.011 -4.273 5.425
H -2.604 -2.929 4.241
H -3.175 -4.800 4.039
H -2.756 -4.015 -0.133
H -4.224 -3.972 2.259
H -4.790 -3.244 0.610
H -3.250 -1.327 2.816
H -5.106 -1.581 2.619
H -4.187 -0.853 1.143
F -1.590 -1.763 -6.362
P -0.869 -2.448 -5.163
F -0.115 -2.100 -3.844
F 0.433 -1.710 -5.598
F -0.471 -3.600 -6.134
F -1.341 -3.765 -4.477
F -2.126 -1.752 -4.561
```

- Gap between HOMO and LUMO: 6.585 eV
- Largest force on an atom: 10.08 eV Å⁻¹
- Molecular weight: 617.409 g/mol
- Lowest unoccupied orbital energy: -2.320 eV

---

Entry 6:
Molecular formula: CHN3O
Method: DFT, wB97M-V/def2-TZVPD

```
6
Properties=species:S:1:pos:R:3
C -0.446 0.169 0.981
N -0.961 -0.576 0.101
N -0.057 -0.676 -0.900
N 0.830 0.150 -0.871
O 0.580 0.775 0.461
H -0.641 0.495 2.114
```

- Gap between HOMO and LUMO: 11.947 eV
- Largest force on an atom: 4.24 eV Å⁻¹
- Molecular weight: 71.039 g/mol
- Lowest unoccupied orbital energy: 0.485 eV
- Structure (SMILES): c1nnno1
- Relative energy (zero: lowest compared OMol25 entry of this formula, charge and spin): 93.32 kcal per mole

---

Entry 7:
Molecular formula: C4H9NO
Method: DFT, wB97M-V/def2-TZVPD

```
15
Properties=species:S:1:pos:R:3
C -1.650 0.649 0.360
C -0.854 -0.142 -0.653
N 0.315 0.547 -1.212
C 0.503 -0.690 -0.445
C 1.302 -0.611 0.861
O 1.782 0.685 1.132
H -2.106 0.004 1.122
H -0.998 1.391 0.833
H -2.448 1.168 -0.186
H -1.459 -0.721 -1.357
H 0.415 0.387 -2.210
H 0.725 -1.576 -1.037
H 2.127 -1.344 0.805
H 0.644 -0.942 1.678
H 1.701 1.194 0.308
```

- Gap between HOMO and LUMO: 10.819 eV
- Largest force on an atom: 0.49 eV Å⁻¹
- Molecular weight: 87.122 g/mol
- Lowest unoccupied orbital energy: 0.968 eV
- Structure (SMILES): C[C@H]1N[C@H]1CO
- Relative energy (zero: lowest compared OMol25 entry of this formula, charge and spin): 46.25 kcal per mole

---

The lowest largest force on an atom belongs to which entry? C4H9NO

---

What is the formula in the fifth record? C23H38BrF7N2P2

---

largest force on an atom of number 3 (C19H17ClF2N4O3)? 3.11 eV Å⁻¹